{"formula": "C3H5BrFN", "method": "ωB97M-V with the def2-TZVPD basis set", "gap_ev": 10.1192, "de_lowest_kcal_mol": 9.1, "total_energy_ha": -2845.87178, "spin_multiplicity": 1, "elements": ["C", "C", "C", "N", "F", "Br", "H", "H", "H", "H", "H"], "positions_angstrom": [[0.260, -0.882, 0.532], [-0.819, -0.543, -0.506], [0.267, 1.108, -0.479], [1.145, 0.236, 0.227], [-0.339, 2.086, 0.233], [-2.628, -0.379, 0.026], [-0.134, -0.884, 1.555], [0.742, -1.851, 0.358], [-0.721, -1.001, -1.478], [0.552, 1.474, -1.461], [1.675, 0.637, 0.993]], "forces_ev_per_a": [[-0.07, -0.44, 0.14], [2.25, 3.42, -0.05], [-2.39, -3.53, -0.31], [0.02, 0.27, 0.14], [0.11, 0.12, 0.14], [0.15, -0.06, 0.03], [-0.03, 0.11, -0.11], [-0.08, 0.08, 0.04], [-0.12, -0.18, -0.02], [0.14, 0.20, 0.12], [0.01, 0.02, -0.14]]}

{"formula": "C5H8OSi", "method": "ωB97M-V with the def2-TZVPD basis set", "gap_ev": 8.5958, "smiles": "C=C/C=C\\[Si@@H]1CO1", "de_lowest_kcal_mol": 55.1, "total_energy_ha": -559.93362, "spin_multiplicity": 1, "elements": ["C", "C", "C", "C", "Si", "C", "O", "H", "H", "H", "H", "H", "H", "H", "H"], "positions_angstrom": [[1.865, 0.885, -1.149], [2.009, -0.356, -0.683], [1.380, -0.874, 0.512], [0.230, -0.482, 1.009], [-1.042, 0.700, 0.280], [-2.762, -0.103, 0.382], [-1.965, -0.227, -0.760], [2.293, 1.450, -1.971], [1.269, 1.403, -0.415], [2.732, -1.034, -1.126], [1.903, -1.603, 1.109], [-0.105, -1.060, 1.976], [-1.266, 2.020, -0.405], [-2.749, -1.006, 0.974], [-3.794, 0.286, 0.267]], "forces_ev_per_a": [[-0.49, -0.24, 1.40], [1.64, -0.13, -1.30], [0.47, 0.17, 0.31], [-1.81, -0.09, 2.35], [-2.40, -0.74, -0.31], [0.17, 0.66, 1.27], [0.10, -0.78, -1.84], [0.01, -0.64, 0.06], [-0.21, 1.17, -0.37], [-0.14, -0.10, -0.32], [0.35, -0.45, -0.35], [0.48, 1.49, -1.84], [1.15, -0.09, 0.77], [-0.18, -0.39, 0.28], [0.86, 0.18, -0.10]]}

no.,strongest force on any atom (hartree/bohr)
1,0.083
2,0.058